Below is a cluster of 12 separate species, C42H106N2O24 in total in a non-equilibrium geometry, with properties calculated with wB97M-V/def2-TZVPD.

Last column: Löwdin charge in e.
CARTESIAN COORDINATES (ANGSTROEM)
C: -3.21 -1.28 -3.27  0.07
N: -2.31 -0.14 -3.74  -0.42
O: -1.43 -0.43 -4.55  0.04
O: -2.30 0.93 -3.16  0.05
H: -3.26 -2.10 -3.99  0.10
H: -4.17 -0.78 -3.18  0.08
H: -2.80 -1.55 -2.30  0.10
C: 6.11 -1.49 -1.77  0.03
N: 5.98 -2.19 -0.51  -0.42
O: 5.69 -3.41 -0.58  0.03
O: 6.10 -1.59 0.53  0.08
H: 5.16 -1.20 -2.21  0.09
H: 6.53 -2.15 -2.53  0.11
H: 6.78 -0.63 -1.67  0.08
C: 1.97 -2.00 -8.02  -0.09
O: 2.28 -2.01 -6.60  -0.21
C: 3.49 -2.69 -6.22  -0.17
C: 3.93 -2.04 -4.85  -0.13
O: 4.52 -0.67 -4.85  -0.20
C: 3.63 0.33 -5.19  -0.12
H: 0.92 -2.05 -8.30  0.08
H: 2.43 -2.80 -8.60  0.08
H: 2.24 -1.07 -8.53  0.08
H: 4.30 -2.64 -6.94  0.12
H: 3.22 -3.74 -6.35  0.12
H: 4.71 -2.73 -4.53  0.11
H: 3.10 -2.11 -4.15  0.10
H: 2.82 0.10 -4.49  0.07
H: 3.25 0.18 -6.20  0.08
H: 3.97 1.36 -5.02  0.09
C: 1.13 -4.20 -3.10  -0.05
O: 2.57 -4.12 -2.75  -0.24
C: 3.29 -5.37 -2.94  -0.17
C: 3.15 -6.34 -1.77  -0.18
O: 2.37 -7.48 -2.17  -0.21
C: 2.14 -8.30 -1.06  -0.12
H: 0.68 -5.07 -2.63  0.08
H: 0.81 -4.26 -4.14  0.09
H: 0.77 -3.35 -2.52  0.07
H: 4.32 -5.05 -3.07  0.11
H: 2.99 -5.74 -3.92  0.12
H: 2.65 -5.89 -0.91  0.12
H: 4.11 -6.67 -1.38  0.12
H: 1.69 -9.21 -1.47  0.09
H: 1.36 -7.80 -0.49  0.09
H: 3.07 -8.51 -0.53  0.09
C: -0.69 2.02 3.80  -0.05
O: -0.91 3.11 2.86  -0.19
C: 0.31 3.62 2.29  -0.22
C: 0.04 4.37 1.01  -0.16
O: -0.99 5.39 1.21  -0.19
C: -0.51 6.62 1.79  -0.09
H: -0.19 1.25 3.21  0.04
H: -1.65 1.66 4.16  0.08
H: -0.08 2.38 4.63  0.09
H: 1.05 2.85 2.10  0.12
H: 0.79 4.23 3.06  0.12
H: -0.29 3.62 0.28  0.10
H: 0.90 4.80 0.50  0.12
H: 0.38 6.90 1.23  0.08
H: -0.22 6.51 2.84  0.08
H: -1.25 7.41 1.65  0.08
C: -4.15 -3.97 3.29  -0.13
O: -4.94 -3.05 2.61  -0.20
C: -5.89 -3.72 1.85  -0.20
C: -7.35 -3.73 2.47  -0.13
O: -7.35 -4.86 3.42  -0.21
C: -8.34 -4.69 4.46  -0.10
H: -3.42 -4.51 2.68  0.09
H: -4.77 -4.75 3.72  0.08
H: -3.53 -3.69 4.15  0.09
H: -5.47 -4.60 1.35  0.13
H: -6.00 -2.98 1.05  0.11
H: -8.07 -3.94 1.69  0.12
H: -7.52 -2.74 2.88  0.12
H: -8.13 -5.35 5.31  0.08
H: -9.34 -5.02 4.19  0.08
H: -8.35 -3.65 4.79  0.08
C: 2.37 -0.67 -1.12  -0.04
O: 1.48 0.04 -0.19  -0.19
C: 0.13 -0.20 -0.45  -0.26
C: -0.74 0.23 0.68  -0.14
O: -1.90 -0.68 0.67  -0.17
C: -2.64 -0.50 1.83  -0.16
H: 3.42 -0.44 -0.93  0.07
H: 2.24 -0.44 -2.18  0.07
H: 2.24 -1.75 -1.01  0.08
H: -0.03 -1.25 -0.73  0.12
H: -0.08 0.35 -1.37  0.10
H: -0.94 1.30 0.64  0.13
H: -0.12 0.02 1.55  0.09
H: -2.98 0.53 1.98  0.09
H: -2.12 -0.88 2.71  0.09
H: -3.65 -0.90 1.84  0.07
C: 4.32 3.12 -0.45  -0.10
O: 5.62 2.55 -0.34  -0.20
C: 6.28 2.47 -1.61  -0.19
C: 7.79 2.35 -1.26  -0.19
O: 8.55 2.32 -2.46  -0.18
C: 8.34 1.15 -3.28  -0.09
H: 4.32 4.17 -0.76  0.09
H: 4.00 3.14 0.59  0.08
H: 3.66 2.46 -1.01  0.08
H: 6.16 3.41 -2.14  0.13
H: 5.90 1.62 -2.19  0.10
H: 8.09 1.54 -0.60  0.12
H: 7.99 3.25 -0.68  0.13
H: 8.71 1.36 -4.29  0.09
H: 7.33 0.78 -3.42  0.06
H: 8.91 0.33 -2.84  0.09
C: -3.67 -0.79 8.06  -0.15
O: -3.37 0.56 7.92  -0.16
C: -4.48 1.38 7.56  -0.18
C: -4.85 1.40 6.06  -0.25
O: -5.23 0.17 5.62  -0.19
C: -4.93 -0.11 4.23  -0.04
H: -4.61 -1.04 8.55  0.09
H: -2.88 -1.41 8.46  0.08
H: -3.66 -1.31 7.10  0.07
H: -4.20 2.44 7.60  0.11
H: -5.19 1.38 8.38  0.13
H: -4.15 1.95 5.43  0.12
H: -5.77 1.98 6.07  0.12
H: -5.05 -1.16 3.95  0.07
H: -3.87 0.13 4.14  0.07
H: -5.66 0.39 3.60  0.09
C: -5.03 0.73 -0.77  -0.13
O: -5.84 1.23 0.26  -0.17
C: -6.04 2.67 0.13  -0.17
C: -6.85 3.15 1.36  -0.22
O: -8.11 2.53 1.41  -0.19
C: -9.05 3.09 2.33  -0.09
H: -4.71 -0.25 -0.40  0.08
H: -4.21 1.33 -1.17  0.08
H: -5.67 0.48 -1.62  0.08
H: -6.71 3.03 -0.66  0.12
H: -5.10 3.21 0.04  0.13
H: -6.94 4.23 1.48  0.13
H: -6.24 2.69 2.13  0.11
H: -9.97 2.55 2.11  0.09
H: -9.32 4.10 2.01  0.08
H: -8.83 3.10 3.40  0.09
C: 0.60 -2.70 1.81  -0.07
O: 1.39 -2.56 2.99  -0.17
C: 1.77 -1.22 3.39  -0.16
C: 3.10 -0.73 2.84  -0.16
O: 3.72 0.00 3.94  -0.20
C: 5.00 0.66 3.77  -0.08
H: 1.00 -2.24 0.91  0.07
H: -0.40 -2.34 2.07  0.08
H: 0.55 -3.76 1.59  0.09
H: 1.80 -1.16 4.48  0.13
H: 1.00 -0.45 3.29  0.09
H: 3.04 -0.07 1.97  0.10
H: 3.70 -1.56 2.46  0.12
H: 5.82 -0.05 3.71  0.08
H: 5.22 1.41 4.53  0.08
H: 5.00 1.32 2.91  0.07
C: 0.80 2.58 -2.64  -0.13
O: 1.50 3.73 -2.46  -0.22
C: 2.07 4.51 -3.59  -0.17
C: 2.26 5.86 -3.08  -0.27
O: 3.14 6.62 -3.80  -0.19
C: 2.74 7.03 -5.14  -0.04
H: 0.03 2.91 -3.34  0.10
H: 0.38 2.31 -1.67  0.07
H: 1.41 1.79 -3.05  0.08
H: 1.40 4.45 -4.45  0.12
H: 3.01 4.07 -3.92  0.13
H: 2.55 5.66 -2.04  0.13
H: 1.33 6.42 -3.09  0.13
H: 3.50 7.70 -5.54  0.09
H: 1.82 7.61 -5.01  0.08
H: 2.53 6.09 -5.66  0.08

Its HOMO energy is -8.910 eV. Its energy above the lowest of the compared OMol25 structures with the same formula, charge and spin is 503.1 kJ/mol. The SMILES is C[N+](=O)[O-].C[N+](=O)[O-].COCCOC.COCCOC.COCCOC.COCCOC.COCCOC.COCCOC.COCCOC.COCCOC.COCCOC.COCCOC. For the total energy, the calculation gives -97368.833 eV. For the HOMO-LUMO gap, the calculation gives 0.328 Ha.